ORCA calculation (ωB97M-V/def2-TZVPD) on a structure of composition C49H41Br3N8O16 at a distorted geometry.

Geometry (Å):
C  1.55  -0.23  -4.56
Br  -0.36  -0.36  -4.01
Br  2.59  0.01  -2.91
Br  1.73  1.22  -5.94
H  1.88  -1.16  -5.02
C  0.32  1.70  0.40
C  0.06  0.59  1.19
C  0.16  -0.69  0.59
C  0.47  -0.82  -0.75
C  0.68  0.31  -1.49
C  0.62  1.56  -0.97
N  0.57  -2.19  -1.40
O  0.23  -3.14  -0.76
O  1.18  -2.23  -2.52
H  0.29  2.65  0.91
H  -0.16  0.74  2.23
H  0.04  -1.45  1.35
H  0.86  0.26  -2.55
H  0.91  2.41  -1.57
C  0.63  -2.95  -3.98
C  1.32  -4.13  -4.35
C  1.03  -5.35  -3.75
C  -0.03  -5.43  -2.85
C  -0.84  -4.29  -2.56
C  -0.49  -3.07  -3.10
N  -0.35  -6.81  -2.24
O  -1.37  -6.83  -1.55
O  0.46  -7.66  -2.35
H  0.97  -2.02  -4.41
H  2.11  -4.13  -5.08
H  1.72  -6.16  -3.85
H  -1.56  -4.29  -1.76
H  -0.93  -2.18  -2.68
C  -1.01  7.22  -1.54
C  -0.95  6.34  -2.58
C  -0.18  5.16  -2.54
C  0.51  4.95  -1.32
C  0.35  5.79  -0.19
C  -0.45  6.86  -0.30
N  1.25  3.75  -1.19
O  1.59  3.32  -0.05
O  1.63  3.12  -2.19
H  -1.65  8.10  -1.58
H  -1.51  6.40  -3.51
H  -0.17  4.55  -3.44
H  0.77  5.65  0.80
H  -0.60  7.45  0.60
C  1.56  -0.52  4.17
C  1.68  -0.06  5.45
C  0.89  0.99  5.87
C  -0.06  1.60  5.03
C  -0.09  1.21  3.69
C  0.67  0.11  3.26
N  -0.97  2.71  5.55
O  -1.67  3.41  4.83
O  -1.04  2.85  6.74
H  2.26  -1.25  3.79
H  2.37  -0.45  6.18
H  0.97  1.22  6.92
H  -0.64  1.73  2.93
H  0.64  -0.20  2.22
C  -0.98  6.58  3.56
C  -0.14  6.00  2.62
C  -0.41  4.71  2.11
C  -1.45  3.93  2.60
C  -2.29  4.53  3.52
C  -2.06  5.85  4.00
N  -1.62  2.55  2.12
O  -2.68  2.00  2.19
O  -0.61  1.97  1.79
H  -0.67  7.55  3.93
H  0.67  6.60  2.22
H  0.26  4.32  1.36
H  -2.98  3.90  4.06
H  -2.60  6.25  4.85
C  -4.57  2.72  -2.54
C  -3.40  1.99  -2.61
C  -2.33  2.23  -1.68
C  -2.49  3.35  -0.86
C  -3.65  4.10  -0.88
C  -4.78  3.77  -1.65
N  -1.36  3.80  0.05
O  -0.55  2.95  0.43
O  -1.35  4.95  0.49
H  -5.34  2.48  -3.26
H  -3.29  1.20  -3.33
H  -1.44  1.62  -1.78
H  -3.67  4.99  -0.26
H  -5.70  4.32  -1.55
C  1.67  -4.40  -0.83
C  1.44  -5.76  -0.53
C  2.23  -6.75  -1.10
C  3.32  -6.44  -1.97
C  3.52  -5.12  -2.22
C  2.75  -4.15  -1.69
N  4.14  -7.54  -2.57
O  5.23  -7.24  -2.97
O  3.60  -8.67  -2.69
H  1.09  -3.65  -0.31
H  0.63  -6.00  0.13
H  2.08  -7.74  -0.68
H  4.40  -4.83  -2.77
H  3.09  -3.16  -1.98
C  -0.01  -5.70  0.90
C  0.68  -5.58  2.10
C  0.70  -4.32  2.81
C  0.04  -3.18  2.28
C  -0.66  -3.40  1.07
C  -0.70  -4.62  0.39
N  -0.02  -1.83  2.86
O  -1.04  -1.13  2.73
O  0.96  -1.43  3.52
H  -0.11  -6.64  0.38
H  1.24  -6.42  2.49
H  1.21  -4.12  3.74
H  -1.23  -2.59  0.63
H  -1.19  -4.69  -0.57

Results
strongest force on any atom	19.38	eV Å⁻¹
E	-11252.2396	hartree
ΔE to the lowest compared entry with this formula, charge and spin	72.895	eV
highest occupied orbital energy	-6.6	eV